Density functional theory data (ωB97M-V/def2-TZVPD) for a 13-piece molecular cluster, C13H52O13 overall.

## Properties
Gap between HOMO and LUMO: 9.27 eV
Net charge: 0
Multiplicity: 1
Energy relative to the best compared isomer or geometry (same formula, charge and spin): 5.4443 eV
Highest occupied orbital energy: -0.3577 hartree
LUMO: -0.5 eV

Cartesian coordinates (Å):
1 C 8.6239 3.4174 12.1846
2 O 7.7990 2.5137 12.9058
3 H 8.1430 3.6887 11.2091
4 H 9.6658 3.0886 12.1111
5 H 8.6447 4.2999 12.8397
6 H 7.7511 1.7565 12.2533
7 C 7.9117 1.3287 3.9640
8 O 8.2679 0.0083 3.5429
9 H 7.8003 1.3190 5.0359
10 H 6.9123 1.7373 3.6911
11 H 8.6964 1.9909 3.6695
12 H 7.5493 -0.2649 2.9190
13 C 13.1459 1.6915 12.8156
14 O 11.7708 1.9625 12.2399
15 H 13.1022 1.9368 13.8584
16 H 13.7649 2.4462 12.3404
17 H 13.5641 0.7414 12.6705
18 H 11.7269 1.7318 11.2974
19 C 10.0510 7.5254 7.7603
20 O 10.1335 7.1641 6.3763
21 H 11.0142 7.8067 8.1506
22 H 9.7603 6.6403 8.3518
23 H 9.2803 8.3291 8.0249
24 H 9.2230 7.1121 6.0243
25 C 11.3658 1.6467 5.4214
26 O 11.9678 2.8238 5.1579
27 H 11.6129 0.8644 4.7079
28 H 10.3905 1.8563 5.1379
29 H 11.4057 1.4437 6.5325
30 H 12.7192 2.9268 5.7310
31 C 9.0663 4.9104 3.7775
32 O 9.2466 4.8005 2.3696
33 H 9.3781 4.1211 4.4407
34 H 8.0197 5.0271 3.8625
35 H 9.4527 5.8853 4.0934
36 H 9.8225 4.0128 2.3152
37 C 6.6601 2.0799 8.1627
38 O 6.5079 0.6791 8.3919
39 H 5.7407 2.6712 8.1095
40 H 7.0968 2.2283 7.1578
41 H 7.2926 2.4553 8.9284
42 H 6.7131 0.6033 9.3505
43 C 9.7310 3.5965 7.6161
44 O 9.8216 3.6019 9.0649
45 H 10.7410 3.4717 7.3419
46 H 9.2362 4.5213 7.3551
47 H 9.2276 2.7434 7.1638
48 H 9.7753 2.6680 9.2457
49 C 10.5230 6.5390 11.2325
50 O 10.9452 5.2065 11.0636
51 H 10.2856 6.7637 12.2950
52 H 9.6720 6.8328 10.5935
53 H 11.3527 7.0732 10.9194
54 H 10.7788 4.8279 10.1891
55 C 13.1468 5.5170 7.9681
56 O 14.5590 5.5782 8.0329
57 H 12.8187 6.1673 7.2441
58 H 12.7046 5.9148 8.9374
59 H 12.7457 4.6167 7.6182
60 H 14.8024 4.8125 8.4698
61 C 10.1518 0.0286 9.0263
62 O 9.9562 1.1090 9.9244
63 H 9.1500 -0.3993 8.8050
64 H 10.7358 -0.7591 9.4732
65 H 10.5973 0.3093 8.1211
66 H 9.0538 0.9752 10.3033
67 C 7.3398 5.5833 8.9364
68 O 6.1457 5.7582 9.5817
69 H 7.2544 4.6619 8.3916
70 H 8.1926 5.5201 9.5913
71 H 7.4153 6.3159 8.2124
72 H 6.0037 5.2682 10.3715
73 C 13.0515 0.8403 9.2384
74 O 12.6482 2.1688 9.3656
75 H 12.7713 0.3574 8.3116
76 H 12.9033 0.1593 10.0654
77 H 14.0285 0.8807 9.1696
78 H 11.6859 2.0859 9.3488



Density functional theory data (ωB97M-V/def2-TZVPD) for an isolated ion of composition C9H19N2 and charge +1.

## Properties
Gap between HOMO and LUMO: 10.92 eV
Net charge: +1
Multiplicity: 1
Energy relative to the best compared isomer or geometry (same formula, charge and spin): 2.9122 eV
Highest occupied orbital energy: -0.4944 hartree
LUMO: -2.5 eV

Cartesian coordinates (Å):
1 C -2.1320 0.8483 -1.1419
2 C -1.3667 0.0556 -0.1222
3 C -1.8958 0.3970 1.2565
4 C -1.4817 -1.4137 -0.2542
5 C -0.3109 -2.0302 -0.0328
6 C 0.7756 -0.9735 0.1629
7 C 1.5463 -0.9748 1.5002
8 C 1.8292 -1.2760 -1.0778
9 N 0.1187 0.3189 -0.2369
10 C 0.6245 1.5711 0.3503
11 N 1.7512 1.9612 -0.5962
12 H -2.3054 1.9211 -0.9455
13 H -3.2256 0.4198 -1.3843
14 H -1.7220 0.8119 -2.1716
15 H -1.2178 -0.1351 1.9363
16 H -2.8205 -0.1348 1.5625
17 H -1.9319 1.4754 1.4492
18 H -2.4288 -2.0331 -0.1536
19 H -0.1467 -3.1334 -0.1337
20 H 2.3958 -0.4421 1.3599
21 H 1.6700 -1.9860 1.9378
22 H 1.0759 -0.3387 2.2119
23 H 2.6161 -0.5225 -1.1315
24 H 1.2971 -1.3275 -2.0400
25 H 2.3527 -2.2375 -0.8931
26 H 0.4927 0.3715 -1.1189
27 H -0.2622 2.2506 0.2810
28 H 1.1899 1.4990 1.1611
29 H 2.2404 2.7825 -0.2600
30 H 1.2717 2.2751 -1.4753



Density functional theory data (ωB97M-V/def2-TZVPD) for a 9-piece molecular cluster, C5H26NO10 overall.

## Properties
Gap between HOMO and LUMO: 9.16 eV
Net charge: -1
Multiplicity: 1
Energy relative to the best compared isomer or geometry (same formula, charge and spin): 1.0583 eV
Highest occupied orbital energy: -0.2271 hartree
LUMO: 3.0 eV

Cartesian coordinates (Å):
1 C 1.2462 0.1518 1.6885
2 N -0.0111 -0.1922 1.0130
3 C -1.1171 -0.4778 1.6892
4 O -2.1539 -0.8689 1.1399
5 C 2.3702 0.1715 0.6728
6 C 2.1363 1.1762 -0.4742
7 C 1.6568 0.4895 -1.7816
8 O 0.2537 0.2891 -1.7376
9 H 1.1111 1.0552 2.2874
10 H 1.4723 -0.6600 2.3707
11 H -0.0187 -0.1025 -0.0197
12 H -1.1912 -0.3387 2.7795
13 H 2.4152 -0.8283 0.2239
14 H 3.3289 0.2770 1.1791
15 H 1.3298 1.8582 -0.1883
16 H 3.0089 1.7917 -0.6817
17 H 1.8904 1.1148 -2.6469
18 H 2.1391 -0.4943 -1.7770
19 H -0.9642 2.6119 -2.6761
20 H -0.4317 1.5832 -1.5768
21 O -0.9101 2.5040 -1.7206
22 H -0.4912 -3.2419 3.0165
23 H 0.3758 -3.7401 1.8675
24 O 0.4179 -3.5030 2.8131
25 H -0.9369 2.9518 2.5027
26 H -2.4330 2.5422 2.2104
27 O -1.8508 3.2324 2.5842
28 H -2.3769 1.9461 -0.2627
29 H -3.2608 0.9112 0.6176
30 O -2.9483 1.8224 0.5084
31 H -0.3534 -3.0298 -0.2151
32 H -0.6634 -4.5125 -0.5627
33 O -0.2502 -3.9481 0.0998
34 H -1.8975 4.3115 0.7199
35 H -1.3765 3.8561 -0.6572
36 O -1.7572 4.6290 -0.1857
37 H 0.8786 -2.8071 -2.7713
38 H 1.8028 -3.9030 -2.1908
39 O 1.6187 -3.4076 -2.9925
40 H -0.1981 -1.1223 -1.9565
41 H -1.2113 -2.0602 -2.8419
42 O -0.6491 -2.0385 -2.0671



Density functional theory data (ωB97M-V/def2-TZVPD) for C25H28CdCl5O2 as an isolated structure.

## Properties
Gap between HOMO and LUMO: 6.40 eV
Net charge: -1
Multiplicity: 1
Energy relative to the best compared isomer or geometry (same formula, charge and spin): 0.0000 eV
Highest occupied orbital energy: -0.1514 hartree
LUMO: 2.3 eV

Cartesian coordinates (Å):
1 O 0.8808 5.2708 -4.2039
2 C 2.1110 5.7572 -4.8130
3 C 1.4069 6.9679 -5.4189
4 H 2.4727 5.0228 -5.5453
5 H 2.8716 5.9932 -4.0585
6 C 0.1281 6.3405 -4.8272
7 H 1.3823 6.9952 -6.5111
8 H 1.6368 7.9336 -4.9625
9 C -0.7797 5.9223 -5.9635
10 H -0.2516 5.2454 -6.6408
11 H -1.0537 6.8321 -6.5199
12 H -1.6969 5.4351 -5.6199
13 C -0.5709 7.1472 -3.7666
14 H 0.0825 7.2878 -2.8965
15 H -1.4817 6.6320 -3.4430
16 H -0.8531 8.1262 -4.1750
17 Cd 0.5275 -0.1524 -0.1158
18 C -0.1181 0.7131 2.7900
19 C 1.1342 0.3419 2.2107
20 C 1.5286 1.4162 1.3102
21 H 1.7890 -0.4596 2.5593
22 C 0.4823 2.4096 1.3445
23 C -0.5193 1.9536 2.2353
24 H -1.4442 2.4830 2.4824
25 H -0.6535 0.1464 3.5533
26 H 2.5233 1.5401 0.8753
27 H 0.5214 3.4003 0.8806
28 C -2.5258 -1.5774 -0.2034
29 C -2.8897 -0.2323 0.1212
30 C -2.2197 0.6366 -0.7672
31 H -3.6053 0.0616 0.8906
32 C -1.3780 -0.1674 -1.6288
33 C -1.6465 -1.5503 -1.3081
34 H -1.2593 -2.4087 -1.8602
35 H -2.9280 -2.4725 0.2697
36 H -2.3252 1.7222 -0.8220
37 H -0.8428 0.1920 -2.5110
38 O 0.8574 2.8471 -4.1031
39 C 0.2127 3.3690 -2.9050
40 C 1.2846 3.8807 -1.9211
41 H -0.3198 2.5236 -2.4285
42 H -0.5185 4.1397 -3.1858
43 C 2.6280 3.3886 -2.5149
44 H 1.1484 3.4628 -0.9138
45 H 1.2479 4.9734 -1.8299
46 C 2.1372 2.4167 -3.5979
47 H 3.2354 2.8523 -1.7587
48 H 3.2243 4.2573 -2.8865
49 H 2.0402 1.4224 -3.1078
50 H 2.8343 2.3150 -4.4365
51 Cl -0.1141 -2.8257 1.9732
52 C 1.0065 -3.2011 0.7184
53 C 1.2813 -2.2372 -0.2303
54 C 2.0625 -2.5663 -1.3147
55 Cl 2.2701 -1.3672 -2.5642
56 C 2.6765 -3.8411 -1.4411
57 Cl 3.6593 -4.2057 -2.7964
58 C 2.4602 -4.8086 -0.4274
59 Cl 3.2073 -6.3435 -0.5247
60 C 1.6123 -4.4835 0.6616
61 Cl 1.3277 -5.6330 1.8918



Density functional theory data (ωB97M-V/def2-TZVPD) for C13H16ClIN2Pd as an isolated structure.

## Properties
Gap between HOMO and LUMO (alpha / beta): 5.92 / 6.56 eV
Net charge: 0
Multiplicity: 3
Energy relative to the best compared isomer or geometry (same formula, charge and spin): 0.7849 eV
Highest occupied orbital energy (alpha / beta): -0.2509 / -0.2748 hartree
LUMO (alpha / beta): -0.9 / -0.9 eV

Cartesian coordinates (Å):
1 C 1.0903 -4.1190 0.3912
2 C 0.4053 -4.1915 -0.9692
3 H 2.1788 -4.1420 0.3366
4 H 0.7525 -4.8487 1.1273
5 H 0.8131 -3.1353 0.8063
6 H 0.4967 -3.2199 -1.4695
7 H 0.8206 -4.9657 -1.6402
8 H -0.6652 -4.4129 -0.8633
9 C 1.7186 1.7000 1.8253
10 C 2.4729 2.8557 2.0278
11 C 2.4444 3.8417 1.0456
12 C 1.6950 3.6326 -0.1036
13 H 1.6837 0.8812 2.5631
14 H 3.0700 2.9072 2.9351
15 H 2.9965 4.7654 1.1769
16 H 1.5915 4.3877 -0.8622
17 N 1.1470 1.4387 0.6540
18 C 1.0574 2.3835 -0.3000
19 C 0.2681 2.0694 -1.5052
20 N -0.2591 0.8225 -1.6207
21 C -1.1756 0.5439 -2.5651
22 C -0.8510 2.7125 -3.5468
23 C -1.4855 1.4693 -3.5753
24 H -1.6492 -0.4499 -2.5330
25 H -2.1961 1.1859 -4.3571
26 C 0.0066 3.0382 -2.4986
27 H 0.4726 4.0110 -2.3944
28 H -1.0246 3.4450 -4.3259
29 Pd 0.3534 -0.6495 0.0477
30 I 1.8548 -1.5507 2.2308
31 Cl -1.8731 -0.5534 2.1875
32 C -1.4875 0.0428 0.6005
33 H -2.2500 -0.1906 -0.1479
34 H -1.2929 1.1214 0.6766